Entry 1:
Molecular formula: C24H25N5O4
Method: DFT, ωB97M-V with the def2-TZVPD basis set

Each line ends with the natural charge from an NBO analysis.
Positions of all 58 atoms, in Å:
1 H 2.8271 3.4056 0.4065  0.22
2 H -2.8091 -2.0096 3.6432  0.20
3 C 7.1453 -1.4328 -0.3400  -0.07
4 H 4.5572 0.6553 -0.5767  0.21
5 O -3.3757 -2.2059 1.7160  -0.53
6 H -5.5497 0.7041 -2.0614  0.22
7 H -5.8346 -2.2262 1.0476  0.24
8 H 4.6836 -1.4975 1.2491  0.19
9 H -0.3544 6.2670 0.3161  0.21
10 C 1.7762 3.6479 0.3573  -0.19
11 N 2.8173 -1.2061 0.3752  -0.62
12 C 0.3999 0.3785 0.1863  0.25
13 H -0.3251 -3.4210 -0.0003  0.45
14 O 6.1259 -2.2009 -0.9587  -0.52
15 O 1.5874 -3.1172 0.1696  -0.69
16 C -5.2454 -1.5518 0.4484  -0.29
17 N -1.4832 1.9101 0.1298  -0.43
18 H -2.7756 -0.4854 2.7256  0.19
19 H 5.5060 0.2649 -2.0200  0.21
20 C 1.6651 -1.8900 0.2162  0.67
21 N 1.3222 1.3130 0.2703  -0.47
22 C 5.3152 -0.0104 -0.9825  -0.43
23 C -5.8653 -0.8069 -0.5524  0.33
24 H 6.4215 0.2250 0.8698  0.20
25 N -1.7173 -0.4749 0.0571  -0.41
26 H -3.1497 0.8731 -1.6491  0.23
27 C -1.0059 0.7026 0.1135  0.34
28 C -0.5379 2.8864 0.2108  0.16
29 H -1.5003 -1.7076 2.4811  0.18
30 C 4.9079 -1.4862 -0.9122  0.10
31 C -3.1159 -0.5749 -0.0940  0.01
32 C 4.1162 -1.8198 0.3703  -0.25
33 H -8.9262 -0.5999 -1.6159  0.20
34 H -7.8375 0.8023 -1.4783  0.18
35 C -7.8899 -0.2723 -1.6789  -0.25
36 O -7.1975 -1.0145 -0.7023  -0.49
37 H 8.0245 -1.4800 -0.9900  0.18
38 H -7.5071 -0.4752 -2.6839  0.18
39 H 7.3263 0.7378 -0.5558  0.22
40 C 6.6174 0.0037 -0.1792  -0.44
41 H 2.0505 5.7541 0.4288  0.21
42 C -3.8891 -1.4318 0.7020  0.30
43 C 0.8555 2.5855 0.2785  0.09
44 H 4.3164 -1.8032 -1.7771  0.19
45 H 7.4090 -1.8765 0.6281  0.17
46 C 0.4900 -1.0336 0.1472  -0.37
47 C -0.8139 -1.5184 0.0550  0.50
48 C -0.9540 4.2285 0.2264  -0.22
49 C -5.1039 0.0903 -1.2964  -0.33
50 H -2.0133 4.4287 0.1753  0.22
51 C -2.5649 -1.5557 2.6822  -0.25
52 H 3.9679 -2.9014 0.4190  0.24
53 C 1.3387 4.9437 0.3692  -0.21
54 C -0.0316 5.2364 0.3043  -0.22
55 H -2.0621 -3.1440 0.1127  0.42
56 C -3.7459 0.1901 -1.0655  -0.10
57 N -1.1359 -2.8076 -0.0911  -0.78
58 H 2.7478 -0.1954 0.3731  0.43

Cartesian forces (eV/Å) of the 3 atoms listed first:
H 0.1 0.0 0.0
H 0.0 0.1 0.0
C 0.4 0.1 0.1

## Properties
**2S+1**: 1
**SMILES**: COc1ccc(-n2c(N)c(C(=O)NC[C@H]3CCCO3)c3nc4ccccc4nc32)c(OC)c1
**ΔE to the lowest compared entry with this formula, charge and spin**: 0.000 eV
**F_max**: 1.367 eV/Å

***

Entry 2:
Molecular formula: C24H25N6O2RbS3
Method: DFT, ωB97M-V with the def2-TZVPD basis set

Each line ends with the natural charge from an NBO analysis.
Positions of all 61 atoms, in Å:
1 O -2.3600 -0.1192 -0.1209  -0.78
2 C -3.3028 -5.9814 -1.9985  -0.58
3 C 1.0961 -1.5348 4.4567  -0.21
4 H 0.5519 6.9946 -2.9970  0.21
5 H 2.7391 6.4050 -4.0094  0.21
6 H -0.2096 -2.3195 2.9192  0.22
7 C 0.6204 5.3771 -1.5103  -0.20
8 H 4.8107 -1.7239 -1.3127  0.41
9 N 4.1913 -0.9800 -1.0034  -0.51
10 H -0.3081 5.7145 -0.9858  0.23
11 N -3.4844 -2.0841 0.1604  -0.47
12 H 2.3818 -0.3279 5.6973  0.23
13 H -5.3152 3.2113 1.4315  0.22
14 N 3.2059 -1.2570 0.0472  -0.27
15 C 3.1141 -0.5958 3.6706  -0.21
16 H 5.8461 -0.9368 0.8035  0.24
17 C -2.3522 -3.8602 -0.7686  -0.18
18 H 5.9969 0.4827 -1.7434  0.38
19 S 2.6894 1.0744 -1.8971  -0.23
20 C 2.6585 4.0259 -1.6021  -0.21
21 C 2.3407 5.7840 -3.2578  -0.22
22 H 4.0091 4.4126 -3.2108  0.20
23 C 2.2425 -0.8064 4.7366  -0.18
24 H 0.5167 -1.9379 5.2839  0.23
25 H 1.1077 3.7823 -0.1702  0.21
26 C -1.8542 -6.2268 -1.7810  -0.53
27 C 5.0782 -0.4719 1.4355  -0.69
28 H -7.9743 -0.1454 0.3382  0.21
29 H -6.0423 -1.3420 -0.3402  0.23
30 O -3.2049 1.8111 1.0392  -0.72
31 C 3.6820 -1.0084 1.2459  0.31
32 C -6.8309 1.6489 0.8559  -0.18
33 C -4.6505 0.0024 0.5959  -0.23
34 C -5.5726 2.1571 1.2211  -0.30
35 H 5.2174 1.3513 -2.8831  0.40
36 N -2.3043 -2.6143 -0.1883  -0.34
37 H -3.9825 -6.7805 -1.6455  0.23
38 H -1.2756 -6.2877 -2.7553  0.22
39 C 0.7325 -1.8086 3.1226  0.05
40 C -4.4328 1.3314 0.9988  0.37
41 H -1.5715 -7.1600 -1.2458  0.23
42 C 2.7638 -1.1329 2.3909  0.11
43 H 4.9847 0.5450 1.1185  0.25
44 N 5.2243 0.4891 -2.3727  -0.80
45 C 3.0669 4.6637 -2.7641  -0.21
46 C 4.0708 0.1613 -1.7044  0.26
47 H -7.6537 2.3259 0.8709  0.20
48 N 1.5263 -1.5484 2.1289  -0.42
49 Rb 0.2579 -0.9314 -0.4209  0.94
50 C 1.1417 6.1145 -2.6064  -0.22
51 C -3.4136 -0.7413 0.2270  0.60
52 C 1.4482 4.3639 -1.0093  -0.22
53 S -0.9919 -4.9797 -0.7694  0.25
54 H 5.4851 -0.4943 2.4242  0.23
55 H -3.5021 -5.8347 -3.0486  0.22
56 C -5.9090 -0.4418 0.2521  -0.14
57 S -3.9393 -4.5343 -1.1665  0.30
58 C -6.9973 0.3326 0.5242  -0.28
59 H -2.6665 1.0679 0.4586  0.49
60 H 3.2866 3.3483 -1.0394  0.22
61 H 4.0168 -0.0297 3.8738  0.22

Cartesian forces (eV/Å) of the 3 atoms listed first:
O 0.5 0.9 0.2
C -1.7 -0.5 0.0
C -0.3 -0.4 0.3

## Properties
**2S+1**: 1
**ΔE to the lowest compared entry with this formula, charge and spin**: 2.083 eV
**F_max**: 5.553 eV/Å

***

Entry 3:
Molecular formula: C24H25N7O3Se2Ti
Method: DFT, ωB97M-V with the def2-TZVPD basis set

Each line ends with the natural charge from an NBO analysis.
Positions of all 62 atoms, in Å:
1 C 0.7976 -4.0187 -2.5935  -0.31
2 C 4.6665 -0.5104 -1.9098  -0.19
3 N -0.9887 -0.0149 -1.5247  -0.58
4 C -1.8053 3.5492 3.2577  -0.80
5 H -1.0113 4.2919 3.2852  0.21
6 H -4.2971 1.8768 -2.6231  0.21
7 H 1.3581 0.8880 -3.1902  0.22
8 H 2.2065 -3.5065 -0.9421  0.22
9 H 5.5598 -0.9368 -1.4761  0.26
10 O 0.8750 2.4376 -0.7500  -0.20
11 C 0.3459 1.6000 3.3555  -0.58
12 C 3.4344 -1.1325 0.2181  0.77
13 H 3.3787 1.0129 -4.6416  0.23
14 C 2.3149 0.5037 -2.8603  0.07
15 H 1.1611 -4.9682 -2.9499  0.23
16 O 4.3891 -1.6836 0.6982  -0.57
17 C -1.2315 -1.0258 -2.3070  0.21
18 N 0.8515 1.5048 -0.0383  0.00
19 H -4.9635 -0.9468 1.3660  0.22
20 H -2.0851 -1.0081 -2.9848  0.20
21 N -0.8511 -3.0663 2.5123  -0.61
22 Ti 0.7195 -0.4118 -0.2298  1.59
23 C -4.8221 -0.3258 0.4907  -0.21
24 C 3.4430 0.5677 -3.6592  -0.23
25 N 2.3512 -0.0349 -1.6438  -0.46
26 Se 3.0100 2.2619 2.2513  0.28
27 H -2.0409 1.4454 -2.6064  0.20
28 H -6.5801 1.3904 -1.8351  0.21
29 H 3.0672 -0.0484 3.2948  0.23
30 C 1.3515 -3.2682 -1.5582  0.01
31 H 1.0968 3.6256 2.9979  0.23
32 C -5.9219 0.1931 -0.1799  -0.21
33 C -5.7297 0.9861 -1.3012  -0.21
34 C -3.3367 0.7451 -1.0743  -0.07
35 N 0.6452 -2.1395 -1.3620  -0.58
36 C 3.4996 -0.5314 -1.1751  0.11
37 C 4.6354 0.0526 -3.1762  -0.14
38 H -0.0274 1.4574 4.3699  0.22
39 C -1.5116 -4.1889 2.2932  0.43
40 H -2.6622 3.9700 2.7367  0.23
41 C -4.4425 1.2575 -1.7446  -0.21
42 H -2.6851 -0.4596 0.5758  0.22
43 C -0.3117 -3.3054 -3.0597  -0.20
44 Se -1.2456 1.9726 2.2804  0.30
45 H -0.9917 -3.5847 -3.8489  0.23
46 H -1.5459 1.9173 -0.9867  0.23
47 H 5.5306 0.0864 -3.7829  0.23
48 O 2.2562 -0.9692 0.7858  -0.72
49 H 1.8293 2.7944 4.3605  0.22
50 C -1.9542 1.0957 -1.5737  -0.24
51 C -3.5365 -0.0514 0.0485  -0.16
52 H 4.6907 0.5598 2.9513  0.24
53 C 3.7140 0.8245 3.3496  -0.79
54 H 3.8183 1.1668 4.3770  0.22
55 H 0.7065 0.6395 2.9896  0.24
56 N -2.0814 -5.1858 2.1807  -0.40
57 C -0.3789 -2.1497 -2.2873  -0.03
58 H -2.0973 3.2754 4.2695  0.22
59 C 1.4467 2.6556 3.3487  -0.58
60 H -6.9236 -0.0237 0.1677  0.22
61 C -0.6647 -2.0679 1.8063  0.73
62 N -0.4256 -1.0405 1.2574  -0.74

Cartesian forces (eV/Å) of the 3 atoms listed first:
C 0.0 0.0 -0.1
C 0.0 0.0 0.0
N 0.1 -0.3 -0.1

## Properties
**2S+1**: 3
**ΔE to the lowest compared entry with this formula, charge and spin**: 0.602 eV
**F_max**: 0.725 eV/Å

***

Entry 4:
Molecular formula: C24H25NO4
Method: DFT, ωB97M-V with the def2-TZVPD basis set

Each line ends with the natural charge from an NBO analysis.
Positions of all 54 atoms, in Å:
1 H 3.6694 3.8133 0.2070  0.21
2 H -4.0306 4.8940 -2.2072  0.23
3 H 0.7445 -4.5537 2.6287  0.21
4 C 1.0989 1.9951 1.5435  0.02
5 C 5.4543 2.4440 1.6892  -0.63
6 C 1.8728 1.3845 2.5989  -0.19
7 H 5.9190 1.4705 1.4384  0.22
8 H 1.7813 -0.6424 1.0658  0.22
9 C -0.1322 -0.7628 2.0091  0.00
10 C -0.3842 1.7883 1.2835  -0.24
11 H -1.5218 1.5389 -3.2653  0.22
12 C 3.1646 3.1354 0.9105  -0.21
13 C -2.0041 0.3817 2.6905  0.26
14 C 1.0837 -1.3029 1.5924  -0.22
15 C -3.6926 4.1929 -2.9719  -0.63
16 C -0.8511 0.5253 1.8989  -0.15
17 C -1.0410 -1.6793 2.6512  0.13
18 C 1.7882 2.9962 0.8824  -0.22
19 H -0.3257 1.1789 -0.8500  0.30
20 H -3.1760 -2.6133 3.7916  0.22
21 C 3.2684 1.5442 2.6631  -0.24
22 H -3.5432 -1.0928 4.6181  0.20
23 O -3.2081 2.4218 -1.3224  -0.53
24 O -2.8333 0.6803 -0.0598  -0.53
25 H -1.0017 2.6574 1.6002  0.22
26 H 1.4491 0.7115 3.3189  0.22
27 H -1.8098 2.9111 -4.3723  0.23
28 H -2.5792 2.3254 3.1920  0.23
29 H 5.7589 3.1615 0.9014  0.22
30 H -4.5593 3.6706 -3.3877  0.22
31 H -3.1423 1.7967 -3.9787  0.23
32 O -1.5828 3.9553 -1.8796  -0.52
33 H 2.3466 -3.0293 1.5265  0.21
34 C -2.6839 3.1709 -2.4299  0.54
35 H -3.2400 4.7724 -3.7896  0.23
36 H 5.9099 2.7897 2.6363  0.22
37 C -0.7512 -3.0170 2.8878  -0.25
38 C 3.9525 2.3557 1.7601  -0.01
39 C 1.3829 -2.6443 1.8307  -0.24
40 C -3.0527 1.3570 3.0043  -0.67
41 N -2.1785 -0.9507 3.0216  -0.36
42 C -2.2440 2.2870 -3.5798  -0.66
43 C -0.8907 2.0648 -0.1842  -0.44
44 H -1.4717 -3.6586 3.4351  0.21
45 H -3.7494 1.4698 2.1621  0.24
46 C -3.3521 -1.5434 3.6414  -0.40
47 H 1.2446 3.6437 0.1907  0.25
48 H -3.6247 1.0626 3.8951  0.22
49 C -0.6383 3.3040 -1.0595  0.79
50 C 0.4878 -3.5148 2.4650  -0.22
51 C -2.3506 1.7264 -0.4383  0.79
52 H 3.8704 0.9824 3.3857  0.21
53 O 0.4879 3.7085 -1.3284  -0.54
54 H -4.2536 -1.4360 3.0263  0.21

Cartesian forces (eV/Å) of the 3 atoms listed first:
H -0.4 -0.1 0.4
H 0.1 -0.2 0.1
H 0.0 0.1 0.0

## Properties
**2S+1**: 1
**SMILES**: Cc1ccc([C@H](c2c(C)n(C)c3ccccc23)C2C(=O)OC(C)(C)OC2=O)cc1
**ΔE to the lowest compared entry with this formula, charge and spin**: 2.694 eV
**F_max**: 4.712 eV/Å

***

Which of these has the highest F_max? C24H25N6O2RbS3